No. 1
Formula: C26H56MnN3O2P3
Source: the OMol25 dataset
Level of theory: wB97M-V/def2-TZVPD

Geometry (Å):
Mn1 0.816 0.266 -0.661
C1 1.233 0.174 -2.328
O1 1.483 -0.227 -3.436
C2 0.849 1.926 0.182
O2 0.890 2.917 0.809
P1 -1.795 0.742 -1.264
C3 -3.215 1.462 -0.229
H1 -3.954 1.801 -0.962
C4 -1.754 2.046 -2.606
H2 -0.940 2.676 -2.222
C5 -2.825 -0.648 -2.034
H3 -3.030 -1.277 -1.154
C6 2.398 -2.682 0.196
P2 2.105 -0.900 0.671
H4 3.293 -1.315 2.689
H5 1.516 -3.188 0.618
C7 3.783 -0.130 0.357
H6 4.452 -0.967 0.584
C8 -1.355 1.504 -3.966
H7 -2.180 1.001 -4.476
H8 -0.505 0.831 -3.940
H9 -1.060 2.338 -4.612
C9 -2.967 2.949 -2.816
H10 -2.750 3.652 -3.628
H11 -3.222 3.572 -1.960
H12 -3.843 2.380 -3.130
C10 -4.169 -0.257 -2.656
H13 -4.849 0.267 -1.978
H14 -4.705 -1.172 -2.949
H15 -4.058 0.320 -3.585
C11 -2.020 -1.500 -3.013
H16 -2.517 -2.470 -3.151
H17 -1.011 -1.702 -2.643
H18 -1.948 -1.031 -4.002
C12 -3.942 0.476 0.683
H19 -4.446 -0.314 0.123
H20 -4.698 0.985 1.303
H21 -3.229 -0.023 1.352
C13 -2.742 2.701 0.527
H22 -1.971 2.410 1.252
H23 -3.575 3.181 1.060
H24 -2.332 3.466 -0.137
C14 3.659 -3.298 0.818
H25 3.789 -3.101 1.883
H26 4.569 -2.975 0.300
H27 3.622 -4.390 0.713
C15 2.382 -2.921 -1.310
H28 3.239 -2.441 -1.801
C16 1.840 0.135 3.271
H29 1.473 -2.531 -1.776
H30 2.429 -4.000 -1.518
C17 1.456 -2.316 3.095
H31 0.777 0.330 3.106
H32 2.003 0.019 4.347
H33 2.392 1.017 2.943
C18 2.230 -1.135 2.524
H34 1.543 -2.357 4.190
H35 1.827 -3.289 2.760
H36 0.393 -2.272 2.828
C19 4.158 1.037 1.274
H37 3.415 1.847 1.225
H38 5.123 1.448 0.948
H39 4.306 0.735 2.313
C20 3.980 0.280 -1.103
H40 3.691 -0.500 -1.814
H41 5.044 0.498 -1.273
H42 3.404 1.189 -1.333
H43 -1.790 -0.427 2.476
H44 -1.732 -0.147 1.674
C21 -0.551 1.404 6.200
N1 -0.970 2.591 5.394
C22 -2.361 3.011 5.680
N2 -3.330 1.922 5.524
C23 -2.898 0.803 6.384
N3 -1.528 0.287 6.135
C24 -1.470 -0.337 4.811
P3 -1.821 0.991 3.555
C25 -0.745 2.390 3.944
C26 -3.486 1.532 4.112
H45 -0.549 1.739 7.248
H46 0.462 1.076 5.887
H47 -2.629 3.843 4.999
H48 -2.409 3.341 6.712
H49 -3.601 -0.040 6.213
H50 -2.927 1.167 7.423
H51 -0.471 -0.761 4.637
H52 -2.221 -1.140 4.679
H53 0.315 2.209 3.783
H54 -1.032 3.266 3.344
H55 -4.162 0.675 4.009
H56 -3.796 2.369 3.459

Its charge is +4. Its spin multiplicity is 4.

No. 2
Formula: C26H57Cl10InO4PS2
Source: the OMol25 dataset
Level of theory: wB97M-V/def2-TZVPD

Geometry (Å):
C1 2.592 -1.384 2.265
C2 3.590 -0.491 2.995
C3 2.959 0.732 3.668
C4 2.148 1.718 2.803
C5 2.892 3.031 2.472
C6 3.356 3.290 1.020
C7 3.561 2.070 0.110
C8 2.374 1.833 -0.832
C9 2.171 0.399 -1.329
C10 2.802 0.109 -2.693
C11 2.356 -1.196 -3.384
C12 1.832 -2.324 -2.483
C13 0.313 -2.297 -2.330
C14 -0.307 -3.555 -1.733
C15 0.016 -3.799 -0.242
C16 -1.216 -3.659 0.650
C17 -1.653 -2.184 0.720
C18 -3.153 -1.863 0.606
C19 -3.547 -1.062 -0.657
C20 -3.950 0.383 -0.353
In1 -2.349 1.608 0.454
C21 -2.446 3.548 -0.673
S1 -2.276 4.992 0.247
O1 -2.946 6.129 -0.359
O2 -0.906 5.136 0.677
P1 -2.617 1.945 2.985
O3 -3.099 3.433 3.423
O4 -1.146 1.959 3.699
S2 -3.804 0.617 3.824
H1 1.891 -1.824 2.982
H2 3.094 -2.212 1.757
H3 2.002 -0.843 1.523
H4 4.414 -0.202 2.333
H5 4.046 -1.083 3.794
H6 3.754 1.301 4.162
H7 2.323 0.348 4.473
H8 1.782 1.239 1.891
H9 1.257 1.987 3.375
H10 2.247 3.868 2.747
H11 3.760 3.100 3.135
H12 4.295 3.848 1.080
H13 2.649 3.963 0.526
H14 4.455 2.248 -0.496
H15 3.760 1.165 0.692
H16 2.515 2.483 -1.704
H17 1.460 2.180 -0.341
H18 2.574 -0.301 -0.591
H19 1.096 0.213 -1.390
H20 2.540 0.944 -3.354
H21 3.894 0.136 -2.598
H22 1.571 -0.943 -4.101
H23 3.188 -1.581 -3.981
H24 2.311 -2.291 -1.499
H25 2.112 -3.290 -2.921
H26 0.032 -1.441 -1.708
H27 -0.120 -2.118 -3.322
H28 0.043 -4.419 -2.310
H29 -1.392 -3.491 -1.867
H30 0.743 -3.047 0.090
H31 0.488 -4.776 -0.115
H32 -2.026 -4.299 0.280
H33 -0.974 -4.003 1.660
H34 -1.136 -1.652 -0.077
H35 -1.272 -1.759 1.653
H36 -3.734 -2.792 0.639
H37 -3.454 -1.283 1.483
H38 -4.364 -1.588 -1.169
H39 -2.701 -1.046 -1.355
H40 -4.783 0.391 0.355
H41 -4.271 0.890 -1.268
H42 -0.778 0.851 0.258
H43 -1.667 3.613 -1.440
H44 -3.426 3.604 -1.156
H45 -3.010 4.698 1.343
H46 -3.601 3.351 4.250
H47 -0.585 1.286 3.290
C22 -4.250 7.005 -1.635
Cl1 -4.799 5.938 -2.936
Cl2 -5.601 7.800 -0.806
H48 -3.696 6.407 -0.917
H49 -3.627 7.775 -2.072
C23 -7.218 2.652 -2.234
Cl3 -6.764 2.404 -0.556
Cl4 -5.893 2.307 -3.361
H50 -8.037 1.989 -2.487
H51 -7.500 3.693 -2.345
C24 1.276 -1.011 -7.595
Cl5 1.245 0.322 -6.439
Cl6 1.406 -2.593 -6.813
H52 0.351 -0.991 -8.159
H53 2.137 -0.881 -8.240
C25 0.346 -6.313 2.820
Cl7 0.693 -7.139 1.297
Cl8 1.200 -4.771 2.980
H54 -0.716 -6.100 2.857
H55 0.651 -6.961 3.632
C26 4.778 -5.293 3.396
Cl9 5.105 -5.986 1.804
Cl10 5.438 -3.663 3.590
H56 3.707 -5.200 3.517
H57 5.223 -5.935 4.147

Its charge is -1.

No. 3
Formula: C26H57FN6O6S
Source: the OMol25 dataset
Level of theory: wB97M-V/def2-TZVPD

Geometry (Å):
C1 2.757 2.608 -1.355
C2 1.335 2.138 -1.697
C3 0.686 1.347 -0.563
O1 -0.726 1.516 -0.637
C4 -1.483 0.571 0.059
C5 -2.222 -0.443 -0.867
C6 -2.873 0.361 -1.917
N1 -3.427 0.992 -2.697
C7 -3.273 -1.200 -0.018
C8 -4.442 -1.868 -0.765
C9 -5.809 -1.422 -0.238
C10 -6.128 0.055 -0.498
C11 -6.654 0.367 -1.920
N2 -6.304 -0.651 -2.925
C12 -1.223 -1.414 -1.557
F1 -0.418 -0.692 -2.424
C13 -1.912 -2.438 -2.384
N3 -2.494 -3.235 -2.960
C14 -0.340 -2.181 -0.566
S1 1.119 -2.919 -1.314
O2 2.192 -1.977 -1.451
O3 1.363 -4.121 -0.567
H1 3.512 2.012 -1.871
H2 2.964 2.575 -0.283
H3 2.904 3.634 -1.697
H4 1.340 1.503 -2.583
H5 0.681 2.989 -1.900
H6 1.074 1.681 0.407
H7 0.962 0.294 -0.682
H8 -2.266 1.108 0.603
H9 -0.888 0.038 0.806
H10 -2.752 -1.916 0.625
H11 -3.689 -0.452 0.662
H12 -4.364 -2.952 -0.634
H13 -4.413 -1.690 -1.838
H14 -5.871 -1.638 0.834
H15 -6.568 -2.050 -0.714
H16 -6.898 0.366 0.212
H17 -5.229 0.651 -0.317
H18 -6.214 1.310 -2.244
H19 -7.737 0.513 -1.878
H20 -6.060 -0.201 -3.798
H21 -7.094 -1.250 -3.126
H22 0.074 -1.564 0.229
H23 -0.902 -3.028 -0.170
H24 0.699 -3.265 -2.557
C15 -2.682 -5.081 2.619
O4 -2.627 -4.781 1.237
C16 -2.141 -5.824 0.406
C17 -3.182 -6.869 -0.006
C18 -3.522 -7.867 1.096
N4 -4.421 -6.266 -0.504
H25 -1.850 -5.727 2.917
H26 -3.624 -5.562 2.894
H27 -2.606 -4.140 3.163
H28 -1.796 -5.318 -0.501
H29 -1.266 -6.299 0.868
H30 -2.738 -7.429 -0.835
H31 -4.173 -7.423 1.851
H32 -4.052 -8.720 0.675
H33 -2.622 -8.234 1.592
H34 -4.220 -5.692 -1.318
H35 -4.761 -5.615 0.198
C19 2.657 1.747 3.644
O5 2.909 1.087 2.420
C20 4.151 0.414 2.322
C21 4.158 -0.996 2.923
C22 4.205 -1.018 4.447
N5 3.025 -1.806 2.469
H36 3.577 2.162 4.069
H37 2.192 1.085 4.379
H38 1.967 2.565 3.437
H39 4.348 0.327 1.251
H40 4.949 1.033 2.754
H41 5.069 -1.480 2.557
H42 3.236 -0.768 4.882
H43 4.469 -2.015 4.798
H44 4.945 -0.314 4.832
H45 3.056 -1.904 1.457
H46 2.174 -1.282 2.658
C23 6.467 5.712 -1.635
O6 5.056 5.783 -1.682
C24 4.447 6.543 -0.658
C25 4.401 8.054 -0.917
C26 5.737 8.758 -0.703
N6 3.900 8.382 -2.253
H47 6.829 5.698 -0.602
H48 6.938 6.542 -2.167
H49 6.762 4.783 -2.122
H50 3.418 6.176 -0.602
H51 4.922 6.326 0.309
H52 3.691 8.466 -0.193
H53 6.423 8.572 -1.529
H54 5.585 9.835 -0.644
H55 6.215 8.429 0.222
H56 2.959 8.019 -2.365
H57 4.457 7.872 -2.933

Its charge is 0.

No. 4
Formula: C26H57O18PSSi
Source: the OMol25 dataset
Level of theory: wB97M-V/def2-TZVPD

Geometry (Å):
C1 -1.454 -6.301 -0.989
P1 -1.350 -5.121 -2.409
C2 -0.009 -3.979 -1.805
Si1 -3.057 -3.807 -1.826
S1 -4.840 -4.910 -2.263
H1 -0.542 -6.905 -0.987
H2 -2.304 -6.966 -1.154
H3 -1.555 -5.824 -0.011
H4 0.825 -4.582 -1.438
H5 -0.313 -3.301 -1.003
H6 0.353 -3.389 -2.649
H7 -2.975 -2.569 -2.639
H8 -3.052 -3.431 -0.392
H9 -5.537 -4.553 -1.175
C3 6.502 -0.200 -0.368
C4 5.840 -1.557 -0.350
O1 4.484 -1.483 0.148
C5 3.579 -1.054 -0.727
O2 3.786 -0.723 -1.867
O3 2.402 -0.961 -0.101
C6 1.339 -0.464 -0.919
H10 6.483 0.257 0.621
H11 7.544 -0.311 -0.673
H12 6.008 0.463 -1.077
H13 6.330 -2.234 0.348
H14 5.821 -2.011 -1.340
H15 1.195 -1.086 -1.800
H16 1.556 0.554 -1.237
H17 0.454 -0.480 -0.289
C7 -4.369 -7.452 -5.099
C8 -4.139 -6.112 -5.756
O4 -3.211 -6.213 -6.857
C9 -3.723 -6.680 -7.991
O5 -4.881 -6.945 -8.197
O6 -2.748 -6.738 -8.900
C10 -3.173 -7.173 -10.196
H18 -3.418 -7.876 -4.774
H19 -5.004 -7.326 -4.222
H20 -4.855 -8.144 -5.785
H21 -3.652 -5.416 -5.075
H22 -5.068 -5.670 -6.116
H23 -3.974 -6.537 -10.568
H24 -3.527 -8.202 -10.154
H25 -2.292 -7.096 -10.825
C11 -8.502 -3.642 -2.302
C12 -8.784 -2.450 -1.418
O7 -10.072 -2.555 -0.776
C13 -10.106 -3.343 0.295
O8 -9.162 -3.898 0.801
O9 -11.352 -3.360 0.766
C14 -11.524 -4.131 1.961
H26 -9.280 -3.754 -3.058
H27 -7.548 -3.498 -2.812
H28 -8.444 -4.556 -1.713
H29 -8.853 -1.530 -1.995
H30 -8.022 -2.333 -0.648
H31 -10.850 -3.782 2.741
H32 -11.326 -5.184 1.765
H33 -12.560 -3.983 2.248
C15 3.510 2.646 -0.536
C16 4.044 2.358 0.848
O10 5.478 2.541 0.919
C17 5.891 3.798 0.997
O11 5.192 4.780 0.994
O12 7.219 3.801 1.138
C18 7.806 5.107 1.191
H34 4.009 2.018 -1.276
H35 2.444 2.416 -0.559
H36 3.639 3.692 -0.805
H37 3.907 1.313 1.123
H38 3.580 2.984 1.610
H39 7.347 5.703 1.978
H40 7.676 5.619 0.239
H41 8.859 4.938 1.394
C19 2.012 1.915 6.954
C20 2.026 3.390 6.622
O13 3.372 3.905 6.545
C21 4.015 3.653 5.408
O14 3.550 3.110 4.435
O15 5.232 4.188 5.484
C22 6.019 4.011 4.298
H42 2.549 1.728 7.884
H43 0.980 1.584 7.081
H44 2.463 1.334 6.152
H45 1.570 3.983 7.412
H46 1.519 3.593 5.679
H47 5.441 4.322 3.431
H48 6.314 2.969 4.187
H49 6.891 4.645 4.429
C23 2.948 6.580 2.532
C24 2.174 6.943 3.777
O16 2.508 8.269 4.244
C25 1.905 9.266 3.604
O17 1.063 9.161 2.748
O18 2.335 10.419 4.122
C26 1.719 11.583 3.561
H50 4.021 6.663 2.705
H51 2.741 5.545 2.259
H52 2.671 7.219 1.696
H53 2.442 6.302 4.615
H54 1.098 6.893 3.615
H55 0.637 11.527 3.658
H56 1.977 11.679 2.508
H57 2.116 12.417 4.131

Its charge is 0.

For reference, DFT total energy by record: -95573.007 -197432.921 -62660.755 -92745.237 eV.